# 1
Formula: C59H124F18N5O17
Source: the Open Molecules 2025 dataset
Level of theory: ωB97M-V with the def2-TZVPD basis set

Element x y z (Å)
C -0.644 -7.597 0.224
C -1.828 -6.657 0.641
O -3.049 -6.881 0.586
N -1.317 -5.200 0.965
H -0.444 -5.034 0.485
H -1.925 -4.515 0.537
C -1.056 -5.153 2.513
H 0.078 -7.772 1.022
H -0.158 -7.200 -0.666
H -1.038 -8.568 -0.076
H -1.983 -5.274 3.073
H -0.628 -4.157 2.621
H -0.273 -5.867 2.770
C -2.108 -0.840 4.656
C -3.011 -2.067 4.932
N -4.469 -1.678 5.285
C -5.087 -0.995 4.037
C -5.273 -2.983 5.612
C -5.043 -4.144 4.580
C -4.583 -0.805 6.609
C -6.003 -0.604 7.252
O -6.865 -0.007 6.240
C -8.196 -0.015 6.698
H -2.346 0.058 5.226
H -2.251 -0.578 3.607
H -1.055 -1.052 4.839
H -2.641 -2.629 5.790
H -2.974 -2.632 4.001
H -4.661 -1.612 3.245
H -4.666 0.009 4.007
H -6.175 -0.939 3.997
H -6.280 -2.576 5.703
H -4.903 -3.259 6.600
H -5.776 -4.946 4.679
H -4.124 -4.704 4.755
H -5.116 -3.810 3.545
H -4.188 0.196 6.434
H -3.843 -1.390 7.155
H -5.903 0.034 8.130
H -6.422 -1.527 7.652
H -8.259 0.558 7.624
H -8.697 -0.941 6.981
H -8.807 0.432 5.913
C 0.449 0.369 1.981
C 0.106 -0.761 1.001
N -0.363 -0.235 -0.441
C -0.419 -1.532 -1.344
C -1.791 0.512 -0.398
C -2.341 0.727 -1.811
C 0.708 0.751 -0.935
C 2.182 0.179 -1.375
O 2.943 -0.270 -0.269
C 4.261 -0.847 -0.511
H -0.263 1.193 1.933
H 1.371 0.838 1.637
H 0.691 0.013 2.983
H -0.741 -1.359 1.339
H 0.977 -1.368 0.754
H -1.179 -2.266 -1.077
H 0.469 -2.161 -1.408
H -0.562 -1.013 -2.292
H -1.614 1.401 0.207
H -2.434 -0.145 0.187
H -3.224 1.351 -1.674
H -2.692 -0.229 -2.201
H -1.747 1.183 -2.603
H 0.757 1.590 -0.240
H 0.194 1.071 -1.841
H 2.817 0.996 -1.716
H 2.075 -0.590 -2.140
H 4.860 -0.860 0.400
H 4.815 -0.369 -1.319
H 4.214 -1.888 -0.829
C 2.549 -2.531 -7.783
C 1.771 -3.002 -6.426
N 2.768 -3.377 -5.210
C 3.490 -4.717 -5.497
C 3.833 -2.276 -5.242
C 4.685 -2.110 -3.988
C 1.988 -3.396 -3.840
C 0.814 -4.366 -3.765
O 1.147 -5.642 -4.115
C 1.602 -6.464 -3.078
H 3.356 -3.185 -8.114
H 2.914 -1.512 -7.650
H 1.818 -2.526 -8.591
H 1.097 -3.852 -6.534
H 1.211 -2.182 -5.977
H 4.242 -4.479 -6.249
H 2.818 -5.547 -5.710
H 3.987 -4.911 -4.546
H 3.271 -1.345 -5.317
H 4.431 -2.367 -6.148
H 5.387 -2.944 -3.960
H 4.159 -2.087 -3.034
H 5.340 -1.248 -4.119
H 1.722 -2.425 -3.422
H 2.791 -3.791 -3.217
H -0.008 -4.075 -4.419
H 0.385 -4.452 -2.767
H 2.400 -6.118 -2.421
H 2.123 -7.393 -3.306
H 0.788 -6.879 -2.483
C 0.077 8.693 0.195
C 0.187 7.161 -0.118
N 0.701 6.768 -1.563
C 2.184 7.269 -1.543
C 0.648 5.206 -1.674
C -0.793 4.525 -1.833
C -0.130 7.356 -2.773
C 0.530 7.338 -4.201
O 1.167 6.047 -4.381
C 0.599 5.166 -5.377
H -0.006 8.836 1.272
H -0.643 9.118 -0.504
H 0.985 9.233 -0.073
H -0.738 6.635 0.114
H 0.899 6.766 0.607
H 2.699 6.783 -0.714
H 2.403 8.335 -1.484
H 2.678 6.988 -2.473
H 1.123 5.133 -0.695
H 1.265 4.944 -2.533
H -1.613 4.669 -1.129
H -0.528 3.468 -1.790
H -1.152 4.529 -2.862
H -0.361 8.401 -2.563
H -1.045 6.769 -2.850
H 1.251 8.155 -4.225
H -0.318 7.409 -4.882
H 0.880 4.144 -5.120
H 1.026 5.296 -6.372
H -0.466 5.288 -5.573
C 2.390 -5.351 0.552
O 2.373 -4.928 1.887
O 1.258 -4.859 -0.101
C 3.970 -5.394 0.077
F 4.390 -6.491 -0.521
F 4.374 -4.369 -0.758
F 4.855 -5.130 1.108
C 2.400 -3.521 2.152
C 2.962 -3.328 3.611
H 2.302 -3.841 4.310
H 4.022 -3.577 3.656
H 2.926 -2.323 4.034
H 1.402 -3.087 2.091
H 3.033 -2.997 1.436
H 2.243 -6.416 0.736
C 2.130 3.754 8.127
O 2.319 2.338 7.769
O 1.408 3.694 9.327
C 3.378 4.617 7.735
F 3.052 5.932 7.670
F 4.486 4.574 8.557
F 3.796 4.389 6.417
C 1.559 1.741 6.662
C 2.080 0.355 6.348
H 3.100 0.421 5.968
H 2.047 -0.452 7.080
H 1.438 -0.068 5.575
H 1.365 2.251 5.718
H 0.512 1.659 6.957
H 1.323 4.108 7.485
C 0.834 1.232 -4.766
O -0.286 2.074 -4.572
O 0.572 -0.031 -4.208
C 1.423 1.389 -6.183
F 1.449 2.555 -6.786
F 2.694 1.074 -6.131
F 0.912 0.557 -7.161
C -1.547 1.813 -5.220
C -2.647 2.810 -4.812
H -2.632 2.793 -3.722
H -2.422 3.772 -5.274
H -3.649 2.518 -5.127
H -1.935 0.863 -4.853
H -1.580 1.573 -6.282
H 1.497 1.687 -4.029
C -3.954 -3.261 0.602
O -3.171 -3.658 -0.561
O -2.906 -2.787 1.382
C -5.209 -2.357 0.133
F -6.067 -2.121 1.175
F -4.846 -1.093 -0.411
F -6.001 -2.854 -0.799
C -3.731 -4.312 -1.715
C -2.640 -5.144 -2.370
H -2.908 -5.472 -3.374
H -1.680 -4.658 -2.191
H -2.725 -6.150 -1.959
H -4.140 -3.532 -2.358
H -4.552 -5.000 -1.514
H -4.488 -4.111 1.028
C 5.123 3.372 -0.776
O 4.865 4.066 -2.064
O 6.433 3.664 -0.387
C 3.920 3.608 0.162
F 3.603 4.879 0.512
F 2.853 3.124 -0.453
F 3.951 2.935 1.296
C 5.376 3.426 -3.286
C 4.812 2.018 -3.660
H 5.111 1.227 -2.973
H 3.723 2.001 -3.624
H 5.118 1.744 -4.669
H 6.446 3.619 -3.361
H 4.944 4.067 -4.054
H 5.156 2.286 -0.855
C -2.893 2.973 3.192
O -1.546 3.086 2.904
O -3.308 4.104 4.064
C -3.761 2.673 1.968
F -3.421 3.467 0.971
F -3.746 1.462 1.509
F -5.119 2.959 2.086
C -0.947 4.392 2.670
C 0.423 4.248 1.965
H 0.966 3.512 2.558
H 0.340 3.773 0.988
H 1.050 5.138 2.025
H -0.686 5.014 3.526
H -1.417 5.048 1.938
H -2.841 2.063 3.791

Energy relative to the best compared isomer or geometry (same formula, charge and spin), kcal/mol: 18.16
LUMO level, hartree: 0.0326
E, eV: -154346.4927
Total charge: -1

Mulliken population analysis, charges in e, atoms 1 to 6: atom 1 (C): -0.44, atom 2 (C): 0.44, atom 3 (O): -0.53, atom 4 (N): 3.08, atom 5 (H): -0.43, atom 6 (H): -1.11



# 2
Formula: C4H9N3O
Source: the Open Molecules 2025 dataset
Level of theory: ωB97M-V with the def2-TZVPD basis set

Element x y z (Å)
C 0.605 -1.006 -1.920
C 1.454 0.556 0.419
N -0.081 -1.041 -0.638
C 0.092 -0.073 0.329
C -1.164 1.561 1.905
O -1.423 -1.439 -0.849
N -0.866 0.203 1.150
N -2.342 1.815 1.671
H -1.621 -2.041 -0.116
H -2.026 0.421 0.921
H -0.365 1.929 2.543
H 1.668 -0.843 -1.764
H 0.468 -1.973 -2.400
H 0.203 -0.223 -2.572
H 1.625 1.221 -0.431
H 1.536 1.137 1.332
H 2.237 -0.204 0.421

Energy relative to the best compared isomer or geometry (same formula, charge and spin), kcal/mol: 127.89
LUMO level, hartree: 0.0178
E, eV: -10806.9159
Total charge: 0

Mulliken population analysis, charges in e, atoms 1 to 6: atom 1 (C): -0.89, atom 2 (C): -1.34, atom 3 (N): 0.11, atom 4 (C): 0.75, atom 5 (C): -0.08, atom 6 (O): -0.48



# 3
Formula: C7H41NO12
Source: the Open Molecules 2025 dataset
Level of theory: ωB97M-V with the def2-TZVPD basis set

Element x y z (Å)
C -2.100 1.712 0.706
C -0.911 2.010 1.672
C -1.180 1.541 3.093
C -0.651 3.523 1.557
C -1.906 2.041 -0.773
N -0.749 1.603 -1.551
C -0.292 0.257 -1.188
C 0.431 2.478 -1.481
H -3.057 2.177 0.944
H -2.435 0.640 0.721
H -0.036 1.482 1.262
H -0.293 1.703 3.688
H -1.957 2.144 3.607
H -1.490 0.513 3.246
H -1.394 3.993 0.938
H 0.353 3.657 1.128
H -0.691 3.958 2.586
H -2.019 3.121 -0.989
H -2.790 1.569 -1.252
H 0.213 -0.249 -2.027
H 0.459 0.217 -0.351
H -1.059 -0.204 -0.537
H 0.977 2.061 -2.369
H 1.083 2.428 -0.615
H 0.143 3.501 -1.728
H -1.733 -2.135 -0.133
H -3.236 -1.825 0.227
O -2.647 -2.167 -0.449
H -0.703 0.440 -3.818
H -1.443 -0.825 -4.282
O -0.649 -0.290 -4.453
H 0.394 -3.423 -0.196
H 0.754 -1.934 -0.244
O 0.058 -2.556 0.053
H 1.186 -0.577 -3.947
H 2.544 -1.227 -4.094
O 1.952 -0.877 -3.411
H -1.480 -2.716 -3.265
H -2.283 -2.126 -2.077
O -2.178 -2.088 -3.055
H 2.357 -1.333 -1.571
H 2.782 -0.536 -0.399
O 2.545 -1.495 -0.631
H 2.805 -1.243 1.068
H 2.018 -1.955 2.202
O 2.729 -1.330 2.041
H -0.049 -3.169 2.556
H -1.232 -3.428 3.536
O -0.464 -2.871 3.375
H -2.123 -0.366 2.070
H -1.979 -1.848 2.281
O -2.673 -1.216 2.050
H 3.321 1.732 -0.226
H 3.170 1.090 1.227
O 3.005 0.970 0.268
H 2.607 -3.223 -1.844
H 1.395 -2.675 -2.465
O 1.706 -3.495 -2.054
H 3.519 0.455 2.869
H 2.286 1.074 3.488
O 3.091 1.310 3.017

Energy relative to the best compared isomer or geometry (same formula, charge and spin), kcal/mol: 78.88
LUMO level, hartree: 0.0055
E, eV: -33984.3160
Total charge: 0

Mulliken population analysis, charges in e, atoms 1 to 6: atom 1 (C): -0.66, atom 2 (C): 2.48, atom 3 (C): -1.58, atom 4 (C): -1.45, atom 5 (C): -1.07, atom 6 (N): 0.19



# 4
Formula: C32H31BrN9O4Pb
Source: the Open Molecules 2025 dataset
Level of theory: ωB97M-V with the def2-TZVPD basis set

Element x y z (Å)
Pb -0.495 -0.095 0.050
Br 4.241 -5.058 2.129
C 2.829 -3.696 2.278
C 1.520 -4.421 2.147
C 0.291 -3.940 1.981
C -0.104 -2.584 1.521
O -1.085 -2.554 0.719
C 1.415 -1.071 2.850
C 1.367 0.442 2.908
N 0.799 1.097 1.990
C 0.540 2.478 2.026
C 1.466 3.456 2.261
C 1.083 4.816 2.267
C -0.220 5.174 2.076
C -1.203 4.183 1.834
C -2.576 4.474 1.670
C -3.462 3.457 1.451
C -2.971 2.144 1.336
N -1.703 1.833 1.468
C -0.817 2.829 1.761
C 2.888 -1.573 2.769
H 1.597 -5.483 2.348
H -0.534 -4.644 1.994
H 1.796 0.926 3.792
H 2.500 3.183 2.441
H 1.835 5.576 2.440
H -0.520 6.215 2.113
H -2.911 5.503 1.730
H -4.522 3.646 1.349
H -3.647 1.323 1.108
H 3.588 -0.783 3.049
N -2.284 3.271 -3.861
C -2.728 2.478 -2.877
N -1.713 2.076 -2.151
C -0.641 2.661 -2.752
N -0.956 3.401 -3.797
C 0.769 2.522 -2.344
C 1.714 3.262 -3.061
N 3.009 3.219 -2.792
C 3.388 2.425 -1.800
C 2.470 1.680 -1.086
N 1.162 1.715 -1.340
H -2.796 3.737 -4.589
H -3.768 2.224 -2.727
H 1.396 3.903 -3.873
H 4.447 2.385 -1.575
H 2.789 1.026 -0.283
C -3.033 -1.928 -1.534
O -1.739 -1.509 -1.944
C -0.898 -2.612 -2.241
C 0.459 -2.073 -2.616
O 1.213 -1.594 -1.507
C 1.894 -2.604 -0.761
H -3.507 -2.532 -2.312
H -3.625 -1.028 -1.373
H -2.977 -2.504 -0.607
H -1.309 -3.185 -3.081
H -0.834 -3.271 -1.368
H 0.318 -1.213 -3.270
H 1.027 -2.838 -3.154
H 2.443 -3.260 -1.443
H 1.182 -3.215 -0.211
H 2.362 -0.888 0.336
N 0.152 -4.015 5.861
C 1.456 -3.761 5.573
O 2.385 -4.296 6.141
C 1.697 -2.749 4.495
C 2.911 -2.846 3.622
C 3.267 -2.391 1.523
C 2.851 -1.843 0.146
N 0.523 -1.443 1.765
C 0.943 -1.708 4.155
H -0.064 -4.692 6.572
H -0.594 -3.610 5.329
H 3.818 -3.047 4.186
H 4.351 -2.444 1.528
H 3.751 -1.626 -0.432
H 0.017 -1.391 4.627

Energy relative to the best compared isomer or geometry (same formula, charge and spin), kcal/mol: 52.10
LUMO level, hartree: -0.1053
E, eV: -130572.3537
Total charge: +1

Mulliken population analysis, charges in e, atoms 1 to 6: atom 1 (Pb): 1.91, atom 2 (Br): -0.05, atom 3 (C): 0.34, atom 4 (C): -0.72, atom 5 (C): -1.02, atom 6 (C): 0.59



# 5
Formula: C8H9N2O6S2
Source: the Open Molecules 2025 dataset
Level of theory: ωB97M-V with the def2-TZVPD basis set

Element x y z (Å)
O 3.015 -1.981 0.857
C 2.358 -1.119 0.304
O 2.094 -1.160 -1.020
C 1.754 0.049 1.039
C 2.028 1.455 0.492
S 0.802 2.179 -0.593
O 1.386 3.467 -0.895
O 0.579 1.279 -1.702
N -0.447 2.343 0.384
S -1.885 1.783 -0.001
O -2.746 2.005 1.139
O -2.361 2.217 -1.288
C -1.767 0.007 -0.116
C -1.679 -0.625 -1.338
C -1.564 -2.007 -1.349
N -1.531 -2.766 -0.260
C -1.639 -2.138 0.909
C -1.758 -0.765 1.033
H 2.146 -2.090 -1.282
H 2.112 -0.043 2.064
H 0.675 -0.110 1.062
H 2.059 2.138 1.340
H 2.982 1.502 -0.035
H -1.683 -0.048 -2.252
H -1.480 -2.522 -2.301
H -1.617 -2.752 1.802
H -1.836 -0.296 2.005

Energy relative to the best compared isomer or geometry (same formula, charge and spin), kcal/mol: 0.00
LUMO level, hartree: 0.1095
E, eV: -45379.4745
Total charge: -1

Mulliken population analysis, charges in e, atoms 1 to 6: atom 1 (O): -0.63, atom 2 (C): 0.52, atom 3 (O): -0.38, atom 4 (C): 0.34, atom 5 (C): -0.87, atom 6 (S): 1.05